CH28O17 | ωB97M-V with the def2-TZVPD basis set

Structure (XYZ):
```
46
Properties=species:S:1:pos:R:3:lowdin_charge:R:1
O -6.425 -6.514 14.476 -0.12
O -7.855 -9.214 12.166 -0.07
O -7.763 -4.515 11.601 -0.08
O -7.662 -6.770 9.919 -0.04
O -6.146 -6.281 17.072 -0.09
O -4.894 -8.514 10.751 -0.04
O -4.917 -7.735 13.273 -0.14
O -9.284 -7.051 13.571 -0.05
O -7.975 -4.488 14.460 -0.07
O -4.731 -5.421 11.313 -0.03
O -2.552 -6.497 13.504 -0.05
O -5.683 -10.169 14.385 -0.04
O -6.837 -6.874 12.309 -0.21
O -3.106 -9.584 13.178 -0.10
O -4.344 -8.084 15.867 -0.03
O -4.445 -4.547 14.548 -0.05
O -7.860 -8.562 15.475 -0.07
C -6.007 -7.043 13.378 -0.64
H -4.722 -7.875 15.014 -0.02
H -5.823 -9.300 14.035 -0.03
H -2.619 -9.666 12.327 0.04
H -9.409 -6.450 14.284 0.01
H -5.236 -10.071 15.219 0.01
H -8.659 -9.252 12.657 0.01
H -4.999 -9.431 10.858 0.01
H -5.034 -5.269 14.421 -0.04
H -5.676 -6.907 17.611 0.00
H -5.156 -8.073 11.577 -0.01
H -8.373 -6.822 13.292 0.00
H -7.370 -5.308 12.032 -0.02
H -3.860 -8.961 13.084 -0.02
H -7.584 -8.257 12.193 -0.02
H -7.170 -6.914 10.710 -0.04
H -4.151 -6.134 11.040 0.03
H -6.178 -6.673 16.145 0.00
H -7.257 -7.913 15.061 -0.01
H -7.433 -8.835 16.291 0.03
H -7.532 -3.703 14.801 0.04
H -7.351 -5.231 14.483 -0.03
H -8.030 -4.908 10.786 -0.02
H -5.422 -5.874 11.775 -0.04
H -3.756 -4.757 13.891 0.02
H -3.416 -6.874 13.574 -0.04
H -3.964 -7.273 16.130 0.02
H -7.824 -7.644 9.640 0.01
H -2.213 -6.865 14.323 0.04
```

Results
- Total charge: -2
- ΔE to the lowest compared entry with this formula, charge and spin: 47.0 kJ/mol
- HOMO-LUMO gap: 9.044 eV
- LUMO: 5.1761 eV

=====

C14H25N4OPd | ωB97M-V with the def2-TZVPD basis set

Structure (XYZ):
```
45
Properties=species:S:1:pos:R:3:lowdin_charge:R:1
Pd 0.625 0.313 0.110 0.93
O 2.024 1.479 0.531 -0.30
N -0.589 0.172 2.173 -0.10
N -0.532 0.274 -2.178 -0.11
N -0.786 -1.342 -0.051 0.04
N -0.641 2.252 0.082 -0.11
C -1.319 -3.354 1.091 -0.01
C -0.954 -1.956 -1.230 -0.23
C -0.988 -2.011 1.095 -0.24
C -0.866 -1.242 2.396 -0.15
C -0.834 -1.113 -2.484 -0.15
C -1.443 -4.009 -0.123 -0.02
C 3.757 1.259 -1.129 -0.05
C -1.448 2.320 1.306 -0.18
C -1.718 1.070 -1.849 -0.21
C 3.048 0.653 0.065 -0.59
C -1.278 -3.300 -1.300 0.00
C -1.794 0.950 1.872 -0.20
C -1.337 2.393 -1.205 -0.18
C 3.973 0.233 1.192 -0.05
H 0.106 2.932 0.136 0.11
H -2.329 0.482 -1.161 0.11
H -1.402 -3.778 -2.263 0.13
H -0.662 2.926 -1.880 0.13
H 4.507 0.581 -1.539 0.09
H -0.073 -1.677 3.004 0.14
H -1.476 -3.874 2.027 0.13
H -0.075 0.574 2.947 0.13
H 4.738 -0.461 0.845 0.09
H -0.058 -1.526 -3.130 0.14
H -1.681 -5.064 -0.150 0.12
H 4.261 2.175 -0.819 0.09
H -1.800 -1.386 2.954 0.13
H -2.334 1.264 -2.735 0.13
H 4.472 1.116 1.594 0.09
H -0.014 0.700 -2.936 0.12
H -2.429 1.076 2.757 0.13
H 3.414 -0.241 1.998 0.08
H -1.781 -1.210 -3.033 0.13
H -2.375 0.382 1.143 0.11
H -2.232 3.015 -1.099 0.12
H 3.047 1.509 -1.918 0.07
H -0.869 2.872 2.050 0.13
H -2.371 2.885 1.141 0.12
H 2.516 -0.308 -0.297 0.13
```

Results
- Total charge: +1
- HOMO-LUMO gap (spin up / spin down): 8.029 / 8.030 eV
- LUMO (spin up / spin down): -3.1688 / -3.1690 eV

=====

CH2N2O2 | ωB97M-V with the def2-TZVPD basis set

Structure (XYZ):
```
7
Properties=species:S:1:pos:R:3:lowdin_charge:R:1
O -0.988 -1.283 1.090 -0.03
O 1.053 -0.157 -1.571 0.09
N -1.637 -0.758 0.046 -0.06
N -1.080 -0.111 -0.795 0.06
C 0.259 0.271 -0.826 -0.39
H 0.061 -1.166 1.147 0.16
H 0.602 1.194 -0.140 0.17
```

Results
- Total charge: 0
- ΔE to the lowest compared entry with this formula, charge and spin: 419.8 kJ/mol
- HOMO-LUMO gap: 10.412 eV
- LUMO: 0.0830 eV
- SMILES: O=C/N=N\O

=====

C4H10O2 | ωB97M-V with the def2-TZVPD basis set

Structure (XYZ):
```
16
Properties=species:S:1:pos:R:3:lowdin_charge:R:1
O 2.632 0.168 -0.369 -0.07
O 0.294 -0.489 -1.403 -0.03
C -1.015 0.291 0.423 -0.21
C 0.328 -0.290 -0.006 -0.41
C -2.159 -0.610 -0.033 -0.10
C 1.497 0.622 0.355 -0.21
H 1.248 1.658 0.083 0.13
H 1.685 0.577 1.438 0.13
H -1.130 1.291 -0.017 0.12
H 0.468 -1.260 0.505 0.15
H -3.138 -0.144 0.114 0.07
H -2.147 -1.562 0.510 0.08
H 3.292 0.870 -0.368 0.09
H -1.023 0.419 1.515 0.12
H -2.034 -0.828 -1.096 0.07
H 1.202 -0.715 -1.651 0.09
```

Results
- Total charge: 0
- ΔE to the lowest compared entry with this formula, charge and spin: 61.6 kJ/mol
- HOMO-LUMO gap: 10.925 eV
- LUMO: 0.8019 eV
- SMILES: CC[C@@H](O)CO

=====

C10H11N | ωB97M-V with the def2-TZVPD basis set

Structure (XYZ):
```
22
Properties=species:S:1:pos:R:3:lowdin_charge:R:1
N -0.133 1.576 1.045 0.08
C 1.934 -1.980 0.843 -0.09
C -0.241 0.605 -1.024 -0.15
C 0.599 0.413 1.120 -0.24
C 1.761 -1.391 2.093 -0.10
C -1.577 1.093 -3.246 -0.12
C -0.624 1.700 -0.251 -0.04
C 1.291 -0.116 2.164 -0.05
C -0.401 0.401 -2.570 -0.19
C 0.566 -0.179 -0.137 -0.15
C 1.346 -1.380 -0.300 0.00
H -1.537 1.015 -4.309 0.06
H 0.469 0.823 -3.092 0.10
H 2.174 -1.893 2.965 0.11
H 0.027 2.304 1.696 0.14
H 1.553 -1.729 -1.333 0.11
H 2.365 -2.901 0.785 0.06
H -1.543 2.210 -3.142 0.09
H 1.341 0.401 3.090 0.10
H -1.050 2.531 -0.758 0.10
H -0.325 -0.748 -2.697 0.13
H -2.512 0.768 -2.916 0.05
```

Results
- Total charge: 0
- ΔE to the lowest compared entry with this formula, charge and spin: 11.4 kJ/mol
- HOMO-LUMO gap: 8.708 eV
- LUMO: 0.9739 eV
- SMILES: CCc1c[nH]c2ccccc12

=====

C21H22N4O5S | ωB97M-V with the def2-TZVPD basis set

Structure (XYZ):
```
53
Properties=species:S:1:pos:R:3:lowdin_charge:R:1
S 3.317 -2.067 0.977 1.01
O 6.461 -0.471 -0.587 0.11
O -3.348 0.047 1.626 -0.05
O 0.446 0.734 0.238 0.10
O -2.271 -1.920 -0.049 -0.07
O 0.394 2.884 0.334 0.10
N 1.975 -2.425 -1.352 0.01
N 0.976 1.825 0.276 -0.32
N 0.652 -2.439 0.400 -0.03
N 0.723 -2.624 -1.784 0.08
C 3.080 2.940 0.839 0.02
C -2.262 2.112 -1.179 -0.29
C 4.567 -1.866 -0.341 -0.34
C -5.594 -0.579 0.886 -0.06
C 5.280 -0.534 -0.345 -0.40
C 0.161 -2.266 1.736 0.00
C -2.231 3.570 -1.520 -0.05
C -1.716 1.158 -2.021 -0.05
C -1.709 -0.183 -1.672 -0.02
C 4.460 2.904 0.935 -0.04
C 1.928 -2.315 -0.049 -0.64
C -1.537 -2.871 -0.780 -0.11
C 2.416 1.845 0.298 -0.13
C -2.829 0.348 0.388 -0.22
C 5.152 1.774 0.532 0.01
C -2.255 -0.605 -0.471 -0.20
C 4.482 0.677 -0.010 -0.15
C 3.102 0.732 -0.164 0.03
C -0.068 -2.633 -0.748 -0.30
C -4.354 -0.949 1.694 -0.24
C -2.818 1.683 0.018 0.03
H 2.507 3.787 1.184 0.12
H -3.170 4.049 -1.251 0.08
H 6.226 1.717 0.634 0.12
H 2.548 -0.049 -0.658 0.10
H -1.245 -0.890 -2.341 0.10
H -5.978 0.386 1.209 0.08
H -6.364 -1.333 1.026 0.07
H 4.012 -2.006 -1.275 0.08
H -1.858 -2.930 -1.826 0.14
H -1.432 4.053 -0.958 0.07
H -3.243 2.397 0.708 0.13
H 0.987 -2.388 2.435 0.08
H -4.597 -1.010 2.759 0.12
H -0.264 -1.266 1.840 0.10
H -1.272 1.456 -2.960 0.11
H 5.305 -2.661 -0.236 0.09
H -5.347 -0.517 -0.172 0.08
H 4.993 3.747 1.345 0.11
H -0.614 -3.003 1.942 0.10
H -2.046 3.718 -2.581 0.08
H -3.966 -1.918 1.361 0.11
H -1.763 -3.827 -0.291 0.14
```

Results
- Total charge: 0
- ΔE to the lowest compared entry with this formula, charge and spin: 463.1 kJ/mol
- HOMO-LUMO gap: 7.539 eV
- LUMO: -0.6215 eV
- SMILES: CCOc1cc(C)ccc1OCc1nnc(SCC(=O)c2cccc([N+](=O)[O-])c2)n1C

=====

CH17NO6 | ωB97M-V with the def2-TZVPD basis set

Structure (XYZ):
```
25
Properties=species:S:1:pos:R:3:lowdin_charge:R:1
O 1.560 1.270 -2.243 -0.10
O 1.359 2.838 0.733 0.01
O -0.079 0.592 2.046 -0.07
O 1.943 -0.906 -1.053 -0.02
O -2.578 1.715 -0.027 -0.11
O -0.453 -2.040 -2.841 0.02
N -0.585 -1.604 0.494 -0.06
C -0.958 -1.890 1.924 -0.14
H 1.051 3.637 0.885 -0.04
H -1.588 -2.739 1.860 0.06
H -0.484 1.098 2.690 0.02
H 1.981 0.389 -1.753 0.05
H -0.204 -0.578 0.414 0.08
H 0.094 -2.246 0.255 0.00
H 1.334 2.502 -0.194 0.06
H -1.625 1.583 0.355 0.05
H 1.929 1.588 -2.976 -0.07
H 1.566 -1.104 -0.214 0.02
H -2.849 2.506 0.476 0.03
H 0.417 1.250 1.488 0.04
H -0.165 -2.025 2.537 0.03
H -0.713 -1.391 -3.539 0.10
H 1.255 -1.436 -1.526 0.07
H -1.411 -0.927 2.284 0.08
H -0.797 -2.082 -2.077 -0.11
```

Results
- Total charge: 0
- ΔE to the lowest compared entry with this formula, charge and spin: 315.8 kJ/mol
- HOMO-LUMO gap: 9.905 eV
- LUMO: 0.3150 eV
- SMILES: CN.O.O.O.O.O.O

=====

In order of appearance, DFT total energy = -36302.212; -26405.154; -8141.020; -8404.909; -12037.871; -49163.641; -15085.380 eV.